1.
Here is a molecular structure, C4H8CoO3 from the OMol25 dataset. Energies are from ωB97M-V/def2-TZVPD.

CARTESIAN COORDINATES (ANGSTROEM)
O1 -1.717 0.621 0.825
Co1 0.130 0.830 1.157
O2 0.660 -0.901 0.661
C1 1.703 -0.653 -0.249
C2 2.361 0.726 -0.082
O3 1.537 1.743 0.403
H1 1.309 -0.725 -1.285
H2 2.484 -1.431 -0.138
H3 2.768 1.022 -1.072
H4 3.222 0.594 0.610
C3 -2.314 0.442 -0.460
C4 -2.209 -0.795 0.335
H5 -1.713 0.526 -1.369
H6 -3.301 0.906 -0.531
H7 -3.204 -1.246 0.417
H8 -1.715 -1.659 0.778

Gap between HOMO and LUMO (spin up / spin down)   8.4028 / 8.4075 eV
Molar mass   163.0 g mol⁻¹
Energy relative to the best compared isomer or geometry (same formula, charge and spin)   115.9 kJ/mol
LUMO energy (spin up / spin down)   0.11 / 0.00 eV
E   -1765.51176 hartree
Spin multiplicity   4
⟨S²⟩   3.763


2.
Here is 2 unconnected molecules or ions with the total composition C9H14O from the OMol25 dataset. Energies are from ωB97M-V/def2-TZVPD.

CARTESIAN COORDINATES (ANGSTROEM)
C1 -0.105 -1.400 2.901
C2 0.460 -0.459 1.860
C3 0.630 0.897 2.160
C4 1.098 1.754 1.186
C5 1.401 1.239 -0.071
O1 1.940 2.147 -0.971
C6 1.269 -0.099 -0.376
C7 0.658 -0.933 0.584
H1 -0.083 -0.947 3.881
H2 0.537 -2.285 2.957
H3 -1.149 -1.669 2.738
H4 0.378 1.135 3.180
H5 1.301 2.802 1.377
H6 1.875 1.775 -1.877
H7 1.389 -0.479 -1.395
H8 0.407 -1.967 0.326
C8 -3.542 -1.050 -2.525
C9 -2.312 -1.314 -3.399
H9 -3.560 -0.036 -2.099
H10 -4.417 -1.304 -3.138
H11 -3.524 -1.698 -1.644
H12 -2.472 -0.799 -4.335
H13 -2.328 -2.359 -3.714
H14 -1.355 -1.097 -2.941

Gap between HOMO and LUMO   9.2474 eV
Structure (SMILES)   Cc1ccc(O)cc1.CC
Molar mass   138.2 g mol⁻¹
Energy relative to the best compared isomer or geometry (same formula, charge and spin)   42.1 kJ/mol
LUMO energy   0.78 eV
E   -426.55676 hartree


3.
Here is a molecular structure, C29H27N4Ti from the OMol25 dataset. Energies are from ωB97M-V/def2-TZVPD.

CARTESIAN COORDINATES (ANGSTROEM)
Ti1 -0.351 0.619 -0.128
C1 4.900 0.713 -0.636
C2 3.621 1.277 -0.084
C3 2.743 1.995 -0.878
C4 1.572 2.545 -0.337
C5 1.278 2.381 1.013
C6 2.157 1.646 1.819
C7 3.304 1.105 1.277
H1 5.734 1.384 -0.422
H2 4.847 0.587 -1.717
H3 5.137 -0.251 -0.186
H4 2.973 2.157 -1.925
H5 0.975 3.218 -0.940
H6 0.432 2.890 1.459
H7 1.927 1.508 2.867
H8 3.983 0.545 1.910
N1 1.171 -1.032 -0.277
C8 0.930 -2.292 0.398
C9 1.264 -3.442 -0.307
C10 1.075 -4.699 0.239
C11 0.546 -4.799 1.515
C12 0.214 -3.649 2.209
C13 0.391 -2.359 1.692
C14 -0.083 -1.194 2.511
C15 -0.094 -1.302 3.906
C16 -0.706 -0.337 4.691
C17 -1.346 0.738 4.083
C18 -1.283 0.862 2.704
C19 -0.613 -0.058 1.882
H9 1.643 -1.190 -1.162
H10 1.844 -0.489 0.266
H11 1.688 -3.345 -1.301
H12 1.340 -5.582 -0.327
H13 0.378 -5.767 1.967
H14 -0.242 -3.748 3.184
H15 0.384 -2.141 4.396
H16 -0.702 -0.436 5.768
H17 -1.872 1.469 4.684
H18 -1.786 1.724 2.257
N2 -0.827 0.535 -2.666
C20 -1.779 -0.495 -2.304
C21 -2.489 -1.222 -3.241
C22 -3.384 -2.169 -2.762
C23 -3.548 -2.329 -1.394
C24 -2.784 -1.558 -0.536
N3 -1.895 -0.675 -0.996
C25 -1.284 1.872 -2.432
C26 -1.532 2.783 -3.447
C27 -1.992 4.043 -3.109
C28 -2.224 4.344 -1.773
C29 -1.946 3.380 -0.828
N4 -1.464 2.173 -1.143
H19 -0.560 0.433 -3.638
H20 -2.357 -1.049 -4.300
H21 -3.959 -2.768 -3.455
H22 -4.247 -3.046 -0.991
H23 -2.837 -1.648 0.541
H24 -1.378 2.498 -4.480
H25 -2.188 4.773 -3.882
H26 -2.605 5.307 -1.466
H27 -2.094 3.567 0.229

Gap between HOMO and LUMO (spin up / spin down)   6.0478 / 7.4554 eV
Molar mass   479.4 g mol⁻¹
Net charge   +1
Energy relative to the best compared isomer or geometry (same formula, charge and spin)   23.3 kJ/mol
LUMO energy (spin up / spin down)   -2.72 / -2.86 eV
E   -2189.62353 hartree
Spin multiplicity   3
⟨S²⟩   2.011


4.
Here is a molecular structure, C57H39F9O3P2Pd from the OMol25 dataset. Energies are from ωB97M-V/def2-TZVPD.

CARTESIAN COORDINATES (ANGSTROEM)
Pd1 0.089 -0.885 -0.342
O1 0.064 -1.020 2.732
C1 0.965 -0.929 3.674
C2 3.352 -0.538 1.197
O2 4.288 -1.065 1.618
O3 2.398 -0.017 0.785
C3 1.095 0.372 4.325
C4 -0.103 1.023 4.665
C5 -0.074 2.239 5.321
C6 1.145 2.835 5.618
C7 2.335 2.210 5.262
C8 2.317 0.978 4.636
C9 1.595 -2.165 4.049
C10 2.861 -2.245 4.658
C11 3.360 -3.467 5.050
C12 2.599 -4.620 4.881
C13 1.342 -4.557 4.292
C14 0.845 -3.345 3.865
H1 -0.447 -0.186 2.667
H2 -1.068 0.547 4.502
H3 -1.001 2.713 5.615
H4 1.169 3.785 6.136
H5 3.282 2.683 5.481
H6 3.252 0.528 4.340
H7 3.475 -1.371 4.792
H8 4.340 -3.524 5.502
H9 2.985 -5.572 5.221
H10 0.748 -5.453 4.179
H11 -0.149 -3.287 3.447
C15 0.907 0.840 -6.830
C16 1.719 -0.235 -6.482
C17 1.603 -0.825 -5.236
C18 0.641 -0.352 -4.342
C19 -0.167 0.728 -4.685
C20 -0.028 1.327 -5.931
P1 0.494 -1.187 -2.737
C21 2.270 -1.324 -2.315
C22 2.974 -2.520 -2.240
C23 4.345 -2.502 -2.014
C24 5.015 -1.295 -1.877
C25 4.314 -0.096 -1.947
C26 2.944 -0.110 -2.161
C27 -0.204 -2.820 -2.995
C28 -0.422 -3.405 -4.217
C29 -1.074 -4.654 -4.294
C30 -1.520 -5.269 -3.159
C31 -1.332 -4.677 -1.884
C32 -1.831 -5.268 -0.696
C33 -1.679 -4.641 0.504
C34 -1.010 -3.392 0.580
C35 -0.540 -2.802 -0.550
C36 -0.670 -3.429 -1.810
H12 1.012 1.300 -7.803
H13 2.452 -0.611 -7.183
H14 2.260 -1.641 -4.963
H15 -0.905 1.102 -3.987
H16 -0.653 2.169 -6.198
H17 2.455 -3.464 -2.362
H18 4.893 -3.434 -1.961
H19 6.087 -1.286 -1.726
H20 4.834 0.847 -1.843
H21 2.399 0.826 -2.231
H22 -0.096 -2.922 -5.129
H23 -1.231 -5.111 -5.262
H24 -2.053 -6.210 -3.220
H25 -2.344 -6.219 -0.760
H26 -2.070 -5.089 1.408
H27 -0.880 -2.919 1.545
F1 -5.184 1.238 -5.475
C37 -5.089 2.281 -4.639
F2 -4.727 3.352 -5.360
F3 -6.310 2.521 -4.143
C38 -4.096 2.015 -3.532
C39 -3.565 3.090 -2.828
C40 -2.653 2.863 -1.812
C41 -2.251 1.562 -1.512
C42 -2.818 0.492 -2.200
C43 -3.745 0.716 -3.208
P2 -1.082 1.204 -0.164
C44 -2.142 1.264 1.320
C45 -2.478 2.447 1.979
C46 -3.319 2.415 3.080
C47 -3.833 1.202 3.519
C48 -3.523 0.021 2.863
C49 -2.674 0.053 1.767
C50 -4.693 1.155 4.760
F4 -5.321 2.312 4.974
F5 -5.610 0.185 4.685
F6 -3.927 0.902 5.841
C51 0.033 2.638 -0.048
C52 0.484 3.279 -1.200
C53 1.482 4.242 -1.123
C54 2.038 4.561 0.105
C55 1.601 3.926 1.259
C56 0.609 2.966 1.178
C57 3.113 5.614 0.210
F7 3.754 5.787 -0.951
F8 2.600 6.797 0.576
F9 4.028 5.274 1.136
H28 -3.864 4.099 -3.078
H29 -2.250 3.705 -1.263
H30 -2.550 -0.525 -1.937
H31 -4.177 -0.114 -3.749
H32 -2.084 3.396 1.636
H33 -3.582 3.330 3.594
H34 -3.948 -0.914 3.203
H35 -2.430 -0.869 1.246
H36 0.064 3.028 -2.166
H37 1.828 4.740 -2.019
H38 2.041 4.179 2.214
H39 0.279 2.474 2.084

Gap between HOMO and LUMO   5.4508 eV
Molar mass   1111.3 g mol⁻¹
Net charge   +2
Energy relative to the best compared isomer or geometry (same formula, charge and spin)   0.0 kJ/mol
LUMO energy   -7.17 eV
E   -4130.19236 hartree


5.
Here is a single C3H2ClNO3 molecule from the OMol25 dataset. Energies are from ωB97M-V/def2-TZVPD.

CARTESIAN COORDINATES (ANGSTROEM)
O1 1.850 1.537 0.099
C1 0.607 1.015 -0.052
N1 -0.561 1.692 -0.281
O2 -1.511 0.552 -0.269
C2 -0.964 -0.580 0.023
O3 -1.608 -1.675 0.084
C3 0.383 -0.395 -0.058
Cl1 1.800 -1.464 -0.220
H1 2.481 0.708 0.517
H2 -2.476 -1.390 0.156

Gap between HOMO and LUMO   9.6569 eV
Structure (SMILES)   Oc1noc(O)c1Cl
Molar mass   135.5 g mol⁻¹
Energy relative to the best compared isomer or geometry (same formula, charge and spin)   86.4 kJ/mol
LUMO energy   0.41 eV
E   -856.08493 hartree


6.
Here is a single C49H54N8O8 molecule from the OMol25 dataset. Energies are from ωB97M-V/def2-TZVPD.

CARTESIAN COORDINATES (ANGSTROEM)
C1 -0.975 5.716 -7.193
H1 0.071 5.387 -7.162
O1 -1.148 6.939 -6.525
C2 -0.809 6.879 -5.160
C3 -1.413 8.100 -4.461
H2 -1.051 8.989 -4.981
C4 -2.944 8.039 -4.475
H3 -3.318 7.546 -5.369
C5 -3.285 7.241 -3.217
C6 -3.330 5.766 -3.476
N1 -3.967 5.215 -4.484
C7 -3.789 3.879 -4.352
C8 -3.016 3.605 -3.245
N2 -2.726 4.835 -2.703
H4 -2.207 4.989 -1.847
C9 -2.534 2.357 -2.695
C10 -1.413 2.326 -1.865
C11 -0.964 1.132 -1.337
C12 -1.626 -0.070 -1.609
C13 -2.750 -0.033 -2.434
C14 -3.188 1.155 -2.977
H5 -4.064 1.167 -3.608
H6 -3.298 -0.940 -2.637
C15 -1.140 -1.278 -0.946
C16 -1.515 -2.552 -1.312
C17 -1.117 -3.686 -0.585
C18 -0.318 -3.491 0.573
C19 0.090 -2.200 0.932
C20 -0.287 -1.115 0.179
O2 0.149 0.120 0.570
C21 0.262 1.069 -0.474
H7 0.455 2.029 0.010
H8 1.136 0.814 -1.099
H9 0.712 -2.065 1.802
C22 0.047 -4.651 1.292
C23 -0.374 -5.921 0.865
C24 -1.160 -6.106 -0.279
C25 -1.515 -4.991 -0.981
H10 -2.121 -5.086 -1.871
H11 -1.467 -7.095 -0.585
N3 0.142 -6.798 1.778
C26 0.845 -6.057 2.681
N4 0.809 -4.777 2.421
C27 1.608 -6.700 3.793
N5 2.842 -7.293 3.256
C28 2.770 -8.407 2.524
O3 1.706 -8.988 2.329
C29 4.066 -8.987 1.944
N6 4.396 -10.176 2.704
C30 5.257 -10.140 3.742
O4 5.937 -9.190 4.052
O5 5.282 -11.333 4.380
C31 6.208 -11.426 5.452
H12 6.089 -12.425 5.864
H13 7.227 -11.280 5.090
H14 5.992 -10.671 6.211
H15 3.771 -10.964 2.629
H16 4.907 -8.301 2.049
C32 3.851 -9.327 0.460
C33 5.076 -10.030 -0.115
H17 5.294 -10.942 0.435
H18 4.905 -10.287 -1.157
H19 5.946 -9.380 -0.058
C34 3.550 -8.050 -0.322
H20 3.344 -8.289 -1.363
H21 2.683 -7.535 0.086
H22 4.401 -7.373 -0.290
H23 2.983 -9.991 0.397
C35 4.008 -6.534 3.683
C36 4.315 -5.416 2.689
H24 3.446 -4.775 2.561
H25 4.581 -5.830 1.719
H26 5.149 -4.820 3.050
H27 4.871 -7.194 3.798
C37 3.558 -5.995 5.043
H28 3.690 -6.769 5.800
C38 2.074 -5.689 4.845
H29 1.931 -4.685 4.449
H30 1.506 -5.783 5.768
H31 4.127 -5.118 5.341
H32 1.003 -7.512 4.216
H33 0.133 -7.809 1.765
H34 -2.133 -2.698 -2.185
H35 -0.882 3.235 -1.629
H36 -4.207 3.201 -5.069
N7 -2.214 7.586 -2.291
C39 -2.398 7.440 -0.972
O6 -3.440 7.033 -0.493
C40 -1.210 7.802 -0.054
N8 -1.262 6.912 1.094
C41 -1.361 5.586 0.845
O7 -1.122 5.089 -0.238
O8 -1.692 4.898 1.944
C42 -1.773 3.484 1.812
H37 -2.422 3.139 2.613
H38 -2.189 3.211 0.840
H39 -0.783 3.037 1.918
H40 -1.682 7.256 1.944
C43 -1.330 9.241 0.359
C44 -0.320 10.152 0.077
C45 -0.453 11.478 0.452
C46 -1.593 11.903 1.112
C47 -2.605 10.999 1.392
C48 -2.476 9.674 1.016
H41 -3.273 8.972 1.212
H42 -3.498 11.328 1.901
H43 -1.695 12.937 1.405
H44 0.338 12.179 0.231
H45 0.575 9.822 -0.431
H46 -0.262 7.618 -0.570
C49 -1.058 8.138 -2.969
H47 -0.162 7.544 -2.763
H48 -0.886 9.165 -2.630
H49 -4.244 7.542 -2.779
H50 -3.364 9.042 -4.410
H51 0.288 6.877 -5.043
H52 -1.201 5.957 -4.713
H53 -1.271 5.885 -8.227
H54 -1.607 4.935 -6.754

Gap between HOMO and LUMO   7.7143 eV
Molar mass   883.0 g mol⁻¹
Energy relative to the best compared isomer or geometry (same formula, charge and spin)   0.0 kJ/mol
LUMO energy   0.48 eV
E   -2939.79276 hartree


7.
Here is a molecular structure, C24H27AsBiCl2O2P from the OMol25 dataset. Energies are from ωB97M-V/def2-TZVPD.

CARTESIAN COORDINATES (ANGSTROEM)
C1 -0.587 -3.763 -4.180
C2 -0.837 -2.567 -3.352
H1 -1.502 -4.178 -4.648
H2 -0.123 -4.587 -3.597
H3 0.126 -3.388 -4.937
O1 -1.690 -1.724 -3.354
Cl1 2.690 -3.585 0.036
Bi1 1.043 -2.720 -1.659
P1 -0.077 1.474 -1.785
C3 -1.429 2.688 -1.876
C4 1.244 2.670 -1.391
H4 1.064 0.645 -3.770
H5 0.340 2.275 -3.998
H6 -0.713 0.813 -4.020
C5 0.183 1.270 -3.582
H7 2.227 2.189 -1.395
H8 1.199 3.448 -2.163
H9 -1.172 3.435 -2.632
H10 -1.526 3.152 -0.891
H11 1.041 3.107 -0.407
H12 -2.358 2.176 -2.140
C6 -1.497 0.310 -0.048
O2 -2.641 0.138 -0.187
Cl2 2.398 -0.627 -1.901
C7 -0.694 4.012 3.734
C8 0.418 3.760 2.925
C9 0.670 2.469 2.460
C10 -0.213 1.430 2.776
C11 -1.289 1.655 3.639
C12 -1.542 2.961 4.098
As1 0.132 -0.303 1.884
C13 1.735 -0.690 2.966
C14 2.932 -0.924 2.272
C15 4.101 -1.185 2.998
C16 4.077 -1.206 4.399
C17 2.881 -0.950 5.072
C18 1.708 -0.681 4.360
C19 -1.092 -1.514 2.841
C20 -0.604 -2.714 3.378
C21 -1.491 -3.623 3.967
C22 -2.864 -3.362 3.991
C23 -3.349 -2.177 3.429
C24 -2.472 -1.257 2.845
H13 -0.902 5.021 4.093
H14 1.088 4.571 2.655
H15 1.552 2.266 1.856
H16 -1.936 0.835 3.959
H17 -2.411 3.139 4.742
H18 2.939 -0.920 1.177
H19 5.036 -1.373 2.464
H20 4.994 -1.422 4.955
H21 2.862 -0.963 6.158
H22 0.782 -0.471 4.891
H23 0.466 -2.936 3.339
H24 -1.102 -4.542 4.403
H25 -3.551 -4.078 4.446
H26 -4.417 -1.962 3.440
H27 -2.864 -0.341 2.397

Gap between HOMO and LUMO (spin up / spin down)   3.9569 / 3.6375 eV
Molar mass   733.3 g mol⁻¹
Net charge   +2
Energy relative to the best compared isomer or geometry (same formula, charge and spin)   402.2 kJ/mol
LUMO energy (spin up / spin down)   -9.94 / -10.04 eV
E   -4792.59485 hartree


8.
Here is a single C24H26N2O3 molecule from the OMol25 dataset. Energies are from ωB97M-V/def2-TZVPD.

CARTESIAN COORDINATES (ANGSTROEM)
C1 -2.327 -2.710 3.341
C2 -3.143 -1.896 2.342
N1 -2.665 -2.063 0.981
C3 -3.639 -1.611 0.004
C4 -3.147 -1.947 -1.408
N2 -1.845 -1.406 -1.726
C5 -1.798 -0.091 -2.327
C6 -2.194 1.085 -1.462
C7 -3.506 1.575 -1.421
O1 -4.427 0.987 -2.226
C8 -3.867 2.637 -0.585
C9 -2.940 3.254 0.230
C10 -1.629 2.803 0.189
C11 -1.279 1.739 -0.654
O2 0.046 1.437 -0.581
C12 0.613 2.295 0.328
C13 1.924 2.273 0.656
C14 2.879 1.370 0.110
C15 4.183 1.394 0.452
C16 5.228 0.530 -0.047
C17 6.546 0.756 0.371
C18 7.582 -0.036 -0.080
C19 7.328 -1.078 -0.959
C20 6.029 -1.319 -1.379
C21 4.991 -0.528 -0.932
C22 -0.409 3.218 0.877
O3 -0.231 4.093 1.702
C23 -0.901 -1.695 -0.669
C24 -1.406 -1.379 0.744
H1 -1.333 -2.295 3.478
H2 -2.233 -3.733 2.986
H3 -2.829 -2.715 4.305
H4 -3.148 -0.831 2.642
H5 -4.177 -2.253 2.367
H6 -4.583 -2.134 0.184
H7 -3.824 -0.525 0.098
H8 -3.870 -1.595 -2.145
H9 -3.067 -3.038 -1.482
H10 -0.770 0.067 -2.667
H11 -2.457 -0.115 -3.200
H12 -5.281 1.423 -2.120
H13 -4.895 2.974 -0.585
H14 -3.215 4.070 0.879
H15 2.246 3.003 1.385
H16 2.501 0.657 -0.608
H17 4.504 2.139 1.171
H18 6.749 1.567 1.056
H19 8.591 0.156 0.252
H20 8.137 -1.699 -1.313
H21 5.827 -2.132 -2.062
H22 3.987 -0.734 -1.267
H23 0.026 -1.151 -0.858
H24 -0.693 -2.771 -0.714
H25 -0.666 -1.734 1.462
H26 -1.522 -0.288 0.881

Gap between HOMO and LUMO   7.1120 eV
Structure (SMILES)   CCN1CCN(Cc2c(O)ccc3c2O/C(=C\C=C\c2ccccc2)C3=O)CC1
Molar mass   390.5 g mol⁻¹
Energy relative to the best compared isomer or geometry (same formula, charge and spin)   221.3 kJ/mol
LUMO energy   -0.78 eV
E   -1265.34505 hartree